Here is a 14-piece molecular cluster, C52H88Br27N3OS overall from the Open Molecules 2025 dataset. Energies are from the ωB97M-V functional and the def2-TZVPD basis.

As for the HOMO-LUMO gap: 7.2 eV. Its highest occupied orbital energy is -6.940 eV. The LUMO energy is 0.285 eV. The calculation puts the strongest force on any atom at 0.0388 Eh/bohr.

```
172
C52H88Br27N3OS | the Open Molecules 2025 dataset | the ωB97M-V functional and the def2-TZVPD basis
C -6.273 -0.838 5.885
H -8.194 -4.211 -6.626
H -2.561 -3.677 4.860
H 1.542 5.770 -2.554
N 2.926 4.180 -2.074
Br -8.943 -3.280 -10.727
C 6.004 8.090 0.046
Br 1.888 -3.984 9.911
H -3.294 5.749 -0.317
C -3.395 -3.686 5.555
C 0.215 6.016 2.146
C -1.393 2.453 0.774
H -0.027 6.051 1.082
Br 4.611 -0.166 -2.661
H -1.238 2.192 1.811
C -2.004 6.317 -1.893
H 0.915 4.102 -1.343
H 0.326 3.893 2.289
H 3.034 4.850 -5.076
Br -4.631 3.519 -6.068
C -0.487 -3.115 -2.123
H -1.390 6.728 -1.084
C -0.522 -0.729 -1.958
H -6.655 1.037 4.862
H 3.011 0.804 0.048
H -5.042 -4.977 6.127
Br 4.273 -5.831 6.173
C -8.608 -5.771 -12.088
H 1.335 3.066 0.509
H 1.983 -2.503 11.881
N -0.331 0.369 0.282
H 5.447 -2.776 8.161
Br 4.331 6.172 1.367
Br -2.303 0.670 -6.365
H -1.985 3.521 3.228
H 6.659 -9.829 10.119
C 5.214 -9.647 8.506
H -2.955 2.838 -3.624
H 2.524 -3.875 5.240
Br -6.925 -6.304 -11.267
H -2.868 7.439 -3.571
C -4.915 -0.796 -3.887
H 4.885 -8.905 7.785
H -5.449 -4.314 -8.003
H 1.779 0.798 -1.245
H -1.310 5.870 -2.599
C 4.972 -4.803 7.674
C -0.322 -2.023 0.024
C 6.471 -9.239 9.228
H 6.065 -1.896 -1.663
C 2.137 -2.761 3.448
C 4.323 -2.985 -2.303
C -4.010 0.981 -7.246
H 3.287 6.086 -2.846
H -5.428 -1.400 6.267
H 4.345 -1.989 12.073
H 3.998 -1.972 10.334
C -2.232 3.995 -0.889
H 6.657 6.913 1.714
Br -2.638 -3.800 7.347
H 7.371 1.624 -3.751
Br 9.166 -0.041 -3.424
C -1.740 4.480 2.774
C 1.029 0.637 0.802
H 1.424 -2.020 3.798
H -2.154 4.377 -3.577
H -3.678 7.687 -1.980
H 1.478 4.460 -4.281
C -2.018 3.326 -3.354
H -0.167 6.881 2.686
H 6.521 5.988 0.205
H 2.626 6.030 -1.195
S -0.625 0.808 -2.824
Br 5.353 7.830 -1.769
H -3.300 2.860 -8.064
H -4.946 -4.599 4.397
H 4.446 -3.015 -3.381
N -2.393 4.591 1.463
C 2.695 -3.241 11.518
H -4.781 0.622 -6.570
C -5.900 0.563 5.481
C -1.991 3.660 0.470
Br -6.307 -2.067 -7.357
C -0.590 -1.873 -2.732
H -0.257 -4.133 -0.220
H -0.502 -4.038 -2.684
C -1.812 3.091 -1.869
C -0.227 4.696 2.776
Br 1.734 -3.078 1.566
H 4.504 -2.939 6.666
C -4.853 -2.260 -3.550
C 8.027 1.454 -2.901
H -8.667 -6.332 -13.017
H 3.062 3.060 0.146
Br 6.394 -7.378 9.787
Br -3.116 -2.705 -2.762
C -8.645 -4.292 -12.360
H -3.902 -2.724 5.519
H -2.127 8.415 -2.301
H -5.031 2.543 -8.299
C -0.358 -3.189 -0.737
H -9.482 -4.045 -13.011
H -1.187 2.953 -3.945
Br 2.408 -2.970 -1.943
H -4.010 -0.440 -4.369
C 4.981 -1.792 -1.665
H -2.170 5.522 1.140
C 4.021 -2.590 11.227
H 2.292 3.212 -5.218
H -5.713 1.175 6.360
H -0.214 -2.083 1.100
H 4.633 -1.622 -0.650
C 2.025 1.160 -0.251
Br -6.296 -5.133 -5.309
H -9.399 -6.094 -11.419
H -7.726 -3.918 -12.799
H 4.184 -4.824 8.422
C -2.735 7.531 -2.498
C -1.172 1.889 -1.526
C 5.282 -3.386 7.277
C -2.926 5.289 -1.223
C 2.452 4.077 -4.582
H -0.681 -1.798 -3.804
H 5.834 -5.340 8.046
H -5.774 -0.590 -4.525
Br 5.432 -3.907 10.968
H -2.178 5.254 3.405
H 0.921 1.323 1.643
C -7.290 -4.729 -6.931
H 5.357 -10.602 8.006
O 3.986 2.692 -3.429
C -4.190 2.428 -7.618
H 1.379 -0.296 1.241
Br 6.934 -3.266 6.255
Br -5.171 0.316 -2.308
C 2.563 5.605 -2.195
H 8.173 3.556 -2.536
H -7.064 -0.825 6.632
H 2.590 -4.863 3.774
H 6.994 8.527 -0.064
H 4.703 -3.909 -1.870
H 7.329 -9.305 8.563
H 5.342 8.809 0.518
Br -3.452 -6.484 4.947
H -4.931 -2.859 -4.455
C -0.404 -0.768 -0.573
C 2.092 -4.030 4.257
C 6.086 6.787 0.797
H -3.991 0.358 -8.137
Br 0.253 -4.573 4.584
C 1.741 3.418 -1.539
Br 9.705 2.580 -0.864
C 8.828 2.690 -2.600
H -6.939 -3.907 -8.876
Br -4.585 4.968 -2.259
H -7.553 -5.694 -7.359
H 9.607 2.876 -3.332
H 1.305 6.048 2.181
H 0.099 4.672 3.819
C -0.970 1.548 -0.196
H 2.775 -4.052 12.235
H 3.139 -2.335 3.461
Br 3.738 -9.928 9.741
C -4.367 -4.803 5.295
C -6.460 -3.934 -7.901
Br -4.239 0.590 4.468
H 7.435 1.117 -2.057
C 2.089 2.721 -0.196
C 3.200 3.589 -3.351
Br -7.000 -1.845 4.385
H -5.620 -2.568 -2.845
H 1.407 2.682 -2.270
```